{"formula": "C5H7NO", "method": "wB97M-V/def2-TZVPD", "symbols": ["C", "C", "C", "C", "C", "N", "O", "H", "H", "H", "H", "H", "H", "H"], "xyz": [[3.89607, -0.33136, 0.10432], [0.57170, -0.46139, -0.01353], [2.77401, 0.07902, 0.16606], [-1.26849, 1.29898, -0.04743], [-1.67581, -1.09898, -0.03024], [-0.64468, -0.04096, -0.02086], [1.53409, 0.55200, 0.19298], [4.78897, -0.64473, -0.18709], [-2.19633, 1.12525, -0.53858], [-1.50029, 1.60277, 0.95336], [-0.49538, 1.89615, -0.46879], [-1.26083, -2.07354, -0.01729], [-2.27402, -1.00583, 0.88098], [-2.24900, -0.89738, -0.97387]], "forces_ev_per_angstrom": [[-3.44, 1.30, 0.69], [1.66, -0.87, 0.41], [-0.71, 0.18, -0.23], [1.42, -1.44, 0.87], [-0.44, 1.39, -0.84], [-1.23, -0.38, 0.44], [-0.37, -0.09, -0.15], [3.31, -1.15, -0.70], [-0.48, 0.69, -0.96], [0.01, 0.35, 0.65], [-0.16, 1.17, -0.65], [0.67, -0.71, -0.26], [-0.25, 0.20, -0.31], [0.01, -0.63, 1.03]], "e_tot_ha": -324.53398, "lumo_energy_ev": 0.82}